Record 1
A structure of composition C22H41N2O9PS2. Source: the Open Molecules 2025 dataset; level of theory: ωB97M-V/def2-TZVPD.

Results
Relative energy (zero: lowest compared OMol25 entry of this formula, charge and spin) ... 61.5 kcal/mol

```
! wB97M-V def2-TZVPD RIJCOSX def2/J DEFGRID3
* xyz 0 1
C 2.19053 -5.23995 -0.89612
C 3.74092 -4.96557 -0.80157
C 4.43096 -4.73328 -2.22686
O 4.69425 -3.32503 -2.34224
C 4.37027 -2.81293 -3.62992
C 2.81172 -2.82400 -3.92641
C 2.31035 -3.41532 -5.14988
C 0.82630 -3.45426 -5.41954
C -0.08306 -2.91062 -4.43081
P -1.94841 -2.94731 -4.62148
O -2.51830 -4.09509 -3.52630
O -2.43901 -1.44631 -4.05661
S -2.51082 -3.26188 -6.43826
C 0.44368 -2.28005 -3.17440
N -0.21648 -1.69591 -2.10550
S 0.91769 -1.21818 -0.99109
N 2.38806 -1.63884 -1.71142
C 1.92902 -2.21100 -2.87378
H 1.95040 -6.09961 -1.58017
H 1.83831 -5.52180 0.14432
H 1.59301 -4.32978 -1.17974
H 4.28965 -5.80219 -0.28566
H 3.86220 -4.00593 -0.21611
H 3.80691 -5.16329 -3.05573
H 5.39946 -5.32326 -2.21011
H 4.64667 -1.71404 -3.60657
H 4.95879 -3.26120 -4.47660
H 3.05335 -3.84568 -5.87261
H 0.41907 -3.90780 -6.35340
H -1.76209 -4.67020 -3.28790
H -3.41429 -1.40444 -4.08068
C 3.79774 0.75533 1.67315
O 3.15439 1.88057 1.10394
C 1.74664 1.71681 0.98255
C 1.01219 2.99864 1.35330
O 1.04009 3.32403 2.74006
C 2.28412 3.74734 3.28870
C 2.78223 5.09623 2.79136
O 3.22366 5.01340 1.44253
C 2.89868 6.15249 0.66982
H 3.86578 -0.05279 0.93664
H 4.80471 1.05569 1.96431
H 3.27340 0.40570 2.56897
H 1.38489 0.89618 1.61130
H 1.54019 1.47654 -0.06588
H -0.04495 2.84741 1.11302
H 1.34271 3.83953 0.74466
H 3.04571 2.97336 3.17236
H 2.11472 3.83773 4.36641
H 3.63441 5.42211 3.39892
H 1.97657 5.83057 2.89546
H 1.85921 6.45865 0.82729
H 3.02324 5.89283 -0.38025
H 3.57576 6.97806 0.91331
C -7.68437 1.35797 2.82622
O -6.33248 1.16119 3.19374
C -5.89044 -0.17822 3.00323
C -4.47982 -0.21398 2.42919
O -4.37600 0.20832 1.07255
C -4.56756 1.59160 0.79686
C -3.48318 2.51224 1.33675
O -3.56061 2.62048 2.75122
C -2.29511 2.67100 3.38401
H -8.34770 0.93655 3.58900
H -7.86066 2.43187 2.75659
H -7.90230 0.91236 1.84992
H -6.56560 -0.72964 2.34134
H -5.88787 -0.66044 3.98712
H -4.15580 -1.25902 2.43210
H -3.77568 0.32278 3.06425
H -5.56111 1.91880 1.11094
H -4.55688 1.67840 -0.29441
H -3.61165 3.51841 0.92044
H -2.50596 2.12661 1.02625
H -1.61840 1.90745 2.98661
H -2.44163 2.47819 4.44569
H -1.85443 3.66541 3.26163
*
```

Record 2
A cluster of 4 separate species, C22H19FN5O7P in total. Source: the Open Molecules 2025 dataset; level of theory: ωB97M-V/def2-TZVPD.

```
! wB97M-V def2-TZVPD RIJCOSX def2/J DEFGRID3
* xyz 0 1
N 2.04731 4.74416 1.78088
C 1.72082 3.95513 0.92336
C 1.27049 2.73910 -0.05726
F -0.00546 3.18243 -0.62371
C 2.30920 2.46163 -1.24656
C 2.34592 3.66284 -2.33397
N 2.35916 4.45771 -3.25518
P 4.07534 2.07489 -0.67423
O 4.17904 0.73714 0.13622
H 1.04717 1.78867 0.56974
H 1.93359 1.53414 -1.81182
H 4.85666 1.87434 -1.88306
H 4.68650 3.12955 0.08983
C -4.54255 3.23990 3.61505
C -4.90757 1.90613 3.45101
C -4.06204 1.02994 2.77825
C -2.84828 1.50042 2.27660
C -2.48087 2.83710 2.43130
C -3.33453 3.70624 3.10313
N -1.94325 0.57674 1.58979
O -2.30391 -0.58529 1.45459
O -0.87111 1.01587 1.19145
H -5.20298 3.91964 4.14583
H -5.85121 1.54898 3.85103
H -4.35858 -0.00668 2.65750
H -1.54100 3.21297 2.04006
H -3.05700 4.74751 3.23163
C 0.42279 -1.73457 2.24273
C 0.06518 -3.06950 2.07642
C 0.91445 -3.93898 1.39906
C 2.12445 -3.46026 0.89505
C 2.48446 -2.12189 1.05210
C 1.62697 -1.25972 1.72867
N 3.03310 -4.37829 0.20298
O 2.67429 -5.54256 0.06759
O 4.10018 -3.93155 -0.19708
H -0.23947 -1.06038 2.77645
H -0.87551 -3.43314 2.47796
H 0.62378 -4.97705 1.27638
H 3.42123 -1.73874 0.65932
H 1.89902 -0.21691 1.85891
C -2.23455 -2.46716 -2.92927
C -1.63149 -2.85256 -4.12382
C -0.40620 -2.30705 -4.49389
C 0.20966 -1.37753 -3.65600
C -0.39366 -0.98212 -2.46180
C -1.62014 -1.53113 -2.10159
N 1.51207 -0.81923 -4.02852
O 2.00302 -1.17469 -5.08989
O 2.03832 -0.02980 -3.25092
H -3.18848 -2.89968 -2.64118
H -2.11613 -3.58164 -4.76542
H 0.05269 -2.61623 -5.42708
H 0.07549 -0.25631 -1.80578
H -2.09636 -1.23252 -1.17286
*
```

| no. | calculated total energy (eV) |
| --- | --- |
| 1 | -75841.6117 |
| 2 | -56900.4736 |